Record 1
Below is a gas-phase ion, C11H13N2O (charge +1) at a distorted geometry, with properties calculated with wB97M-V/def2-TZVPD.

```
27
Properties=species:S:1:pos:R:3:forces:R:3
C 0.977588 3.719451 1.646795 2.339 -2.232 0.792
C -0.008794 2.595364 1.324727 -2.464 2.764 -1.627
C -1.273668 2.782193 0.788899 1.194 4.154 0.686
N -1.834255 1.606018 0.533625 -1.558 -1.745 -0.495
C -1.011439 0.618954 0.905103 1.785 1.350 0.288
C -1.047708 -0.816211 0.761901 -1.362 -1.045 -0.200
O 0.129199 -1.480029 1.237783 -0.760 0.299 0.243
C -0.095784 -1.515384 -0.179677 -0.731 0.775 -0.666
C 0.871563 -0.764098 -1.042375 -0.380 2.378 0.152
C 1.419875 -1.397301 -2.084714 0.792 1.428 -0.045
C 1.253776 -2.792041 -2.292024 -1.088 -1.384 0.564
C 0.265968 -3.472417 -1.670445 1.527 -0.038 0.060
C -0.621950 -2.857900 -0.688614 -0.355 1.282 2.090
N 0.095236 1.254108 1.359296 0.719 -0.722 0.703
H 1.999179 3.424167 1.102387 -1.949 0.668 1.588
H 0.781817 4.747504 1.316490 -0.734 -0.679 -0.080
H 1.070000 3.710902 2.792374 0.439 0.236 -1.707
H -1.757775 3.793913 0.650425 0.437 -1.718 -0.067
H -2.758261 1.524723 0.093460 0.674 -0.323 0.385
H -2.121095 -1.196222 0.971589 2.047 -0.097 -0.287
H 1.021517 0.385410 -0.872099 -0.256 -2.401 -0.346
H 2.087889 -0.945448 -2.860724 -0.678 0.183 1.168
H 2.022676 -3.139184 -2.943378 -0.207 -1.176 -0.596
H -0.047019 -4.478008 -1.756831 0.649 -1.247 -0.881
H -1.569934 -2.800344 -1.269711 -0.005 0.348 1.021
H -0.746127 -3.332773 0.384963 -0.053 -0.248 -2.560
H 0.897528 0.824654 1.790772 -0.019 -0.810 -0.185
```
Positions in Å, forces in eV/Å.

Output
E_HOMO: -11.6681 eV
SMILES: Cc1c[nH]c([C@@H]2O[C@]23C=CC=CC3)[nH+]1
Kohn-Sham gap: 8.69 eV
ΔE to the lowest compared entry with this formula, charge and spin: 42.8 kcal per mole
2S+1: 1
Charge: +1
F_max: 4.4 eV Å⁻¹

Record 2
Below is 12 unconnected molecules or ions with the total composition C5H32O11 at a distorted geometry, with properties calculated with wB97M-V/def2-TZVPD.

```
48
Properties=species:S:1:pos:R:3:forces:R:3
C 2.880255 1.883655 -0.581270 -0.480 -0.300 -0.070
C 1.850332 1.756990 0.240375 0.393 -0.776 1.328
C 0.827466 0.657635 0.310626 0.300 -0.428 -0.773
C 0.900986 0.002232 1.718436 -0.203 0.023 -0.707
C -0.259452 0.338864 2.636593 0.261 0.302 0.395
H 2.888281 1.305152 -1.495610 0.304 0.007 -0.162
H 3.723233 2.492628 -0.293331 0.006 0.247 -0.325
H 1.920187 2.206477 1.229383 -0.027 0.718 -0.269
H -0.189356 0.973674 0.044652 2.274 1.685 1.156
H 1.011585 -0.108570 -0.451782 0.427 0.111 -0.073
H 1.880919 0.249931 2.128444 -0.108 0.191 0.216
H 0.928983 -1.086206 1.620108 0.172 0.512 -0.065
H -0.602797 1.373498 2.613024 0.241 0.168 -0.075
H -1.108478 -0.313132 2.420867 0.722 1.769 -0.142
H -0.006531 0.087945 3.669062 0.198 0.384 -0.163
O -0.122378 3.450195 -1.242724 1.655 -0.008 -1.343
H 0.276188 2.828172 -1.882410 -1.412 -0.860 0.208
H 0.667896 4.001307 -1.378360 -0.348 1.015 0.876
O -1.004046 -0.551257 -2.474227 0.518 -0.219 -0.601
H -0.230906 -0.630799 -3.071192 -0.110 -0.100 0.173
H -0.675264 -0.931461 -1.652573 -0.289 0.085 0.036
O -1.790170 -0.985094 4.325596 -0.363 -0.869 0.591
H -1.299946 -1.365484 3.575209 -0.362 0.098 0.688
H -2.668682 -0.821511 3.978433 -0.210 0.042 0.057
O 1.348003 -3.311776 1.315699 -0.260 0.061 -0.255
H 1.631997 -3.806968 2.086887 -0.251 0.139 0.081
H 0.501942 -2.844097 1.474998 0.052 -0.585 0.612
O -1.939602 1.857805 -3.100990 -0.100 0.750 0.383
H -2.083065 1.844532 -4.049406 0.041 -0.435 0.100
H -1.716212 0.979032 -2.750746 -0.034 -0.035 -0.665
O 1.451451 -1.262204 -3.117891 0.080 -0.110 -0.332
H 1.640075 -1.825699 -2.342193 0.481 0.105 0.003
H 1.877110 -1.702418 -3.862330 -0.044 0.058 0.117
O 2.498781 -2.545008 -0.901953 -0.367 0.208 -0.650
H 1.865462 -2.624385 -0.167812 0.605 -0.427 0.221
H 3.325181 -2.257220 -0.510896 0.029 0.110 0.079
O -1.702411 -0.184061 0.016388 -0.755 -1.448 0.961
H -1.093271 0.491315 -0.292166 -1.857 -0.026 -0.584
H -2.641943 -0.056430 -0.123671 0.063 0.310 -0.513
O 0.142678 4.655164 1.281094 0.101 0.547 -0.234
H -0.048721 4.227908 0.431060 -0.100 -0.251 0.523
H 0.091133 3.992498 1.966756 -0.086 -0.314 0.007
O -2.883746 -2.207090 -1.449038 -0.251 -0.767 0.283
H -2.106608 -2.766255 -1.327140 -0.245 -0.073 0.114
H -2.630620 -1.696171 -2.217224 0.071 0.405 -0.351
O -1.039464 -2.024336 1.827304 0.409 -1.757 -0.051
H -1.252508 -1.388800 1.105450 -0.786 -0.295 -0.098
H -1.756597 -2.598308 2.108530 -0.357 0.031 -0.709
```
Positions in Å, forces in eV/Å.

Output
E_HOMO: -9.8716 eV
SMILES: C=CCCC.O.O.O.O.O.O.O.O.O.O.O
Kohn-Sham gap: 9.94 eV
ΔE to the lowest compared entry with this formula, charge and spin: 88.9 kcal per mole
2S+1: 1
Charge: 0
F_max: 3.1 eV Å⁻¹

Record 3
Below is C3H5N2OP in the gas phase at a distorted geometry, with properties calculated with wB97M-V/def2-TZVPD.

```
12
Properties=species:S:1:pos:R:3:forces:R:3
C 1.742663 -1.073671 -0.191282 2.472 0.854 -0.929
C -0.548695 -1.086486 0.131758 -0.829 -0.176 -0.800
C 0.700136 1.134532 0.125282 -1.400 -1.820 -2.648
N -1.703578 -0.299562 0.008739 -1.413 -2.892 -0.641
N 0.677227 -0.342504 -0.017302 0.410 -0.728 0.419
O -0.683832 -2.287796 0.152400 0.838 1.199 0.304
P -2.398066 1.212635 -0.008470 -0.534 1.137 0.133
H 2.651539 -0.290476 -0.436416 -1.860 -1.517 0.703
H 1.667131 1.383521 -0.346598 -0.994 0.725 0.246
H -0.314090 1.431119 -0.307303 2.059 0.805 -0.002
H 0.637048 1.259010 1.141014 0.247 1.136 2.488
H -2.427486 -1.040327 -0.251820 1.004 1.277 0.728
```
Positions in Å, forces in eV/Å.

Output
E_HOMO (alpha / beta): -8.1785 / -8.6086 eV
Kohn-Sham gap (alpha / beta): 8.64 / 7.21 eV
ΔE to the lowest compared entry with this formula, charge and spin: 61.7 kcal per mole
2S+1: 3
Charge: 0
F_max: 3.5 eV Å⁻¹

Record 4
Below is a molecular structure, C18H27InO2 at a distorted geometry, with properties calculated with wB97M-V/def2-TZVPD.

```
48
Properties=species:S:1:pos:R:3:forces:R:3
In -0.087795 -1.591233 0.415485 -0.735 0.464 -1.301
C 1.837806 0.456407 1.357822 0.456 -0.001 -0.463
C 2.138041 -0.493566 0.306123 0.237 0.752 -0.100
C 2.323779 0.279755 -0.904073 0.023 0.057 0.868
H 2.526558 -1.508164 0.457637 -0.218 0.373 -0.046
C 2.131678 1.632145 -0.589296 0.247 -0.339 0.098
C 1.836061 1.740686 0.797913 0.260 -0.445 -0.053
H 1.659855 2.669019 1.333437 -0.208 -0.176 -0.108
H 1.644341 0.190209 2.393654 -0.027 0.077 -0.264
H 2.599908 -0.126092 -1.866604 -0.024 -0.034 -0.127
H 2.225650 2.470106 -1.279999 -0.185 -0.197 0.075
C -2.204004 0.409851 0.926065 0.219 0.846 -0.463
C -1.780162 1.703939 1.345658 -0.390 -0.209 -0.578
C -1.525859 2.484219 0.188571 -0.333 -0.699 0.083
H -1.698442 2.018394 2.384759 0.111 0.002 -0.223
C -1.745212 1.667537 -0.954234 -0.547 -0.109 0.790
C -2.206432 0.404519 -0.506254 0.214 0.253 0.275
H -2.496838 -0.431394 -1.138048 0.143 0.137 0.115
H -2.439627 -0.413596 1.585562 -0.117 -0.008 -0.031
H -1.252028 3.530303 0.172565 0.251 0.010 0.021
H -1.607280 1.952182 -1.988004 0.015 0.087 -0.082
O 0.947658 -3.413906 -1.051392 0.296 0.100 -1.789
C -0.424724 -0.117016 -4.552910 1.049 -1.625 0.387
C 0.142653 -1.314292 -4.310123 -0.013 0.650 -0.732
C 0.400482 1.117450 -4.584679 0.088 -0.062 0.334
C -1.879366 -0.037164 -4.814996 0.066 0.305 0.395
C 1.028029 -3.209299 -2.280303 0.644 -0.963 1.427
H 1.235396 -1.421470 -4.233370 -0.716 0.138 0.122
H -0.466113 -2.221656 -4.282433 0.228 0.360 0.008
H 0.258027 -3.630981 -2.945011 0.194 0.207 -0.017
H 1.878243 -2.641192 -2.721901 -0.540 -0.209 0.292
H 0.315919 1.592966 -5.556115 0.065 0.329 -0.230
H 1.431698 0.854531 -4.367478 0.186 0.132 -0.140
H 0.091782 1.810271 -3.800828 -0.139 0.100 -0.035
H -2.043956 0.067483 -5.881285 -0.280 0.111 -0.301
H -2.307457 0.803670 -4.282133 -0.264 0.251 0.012
H -2.335194 -0.937203 -4.440356 -0.432 -0.345 -0.057
C -1.401098 -3.849783 2.758799 -0.255 -0.467 -0.295
C -0.278133 -2.883375 3.198253 -0.202 0.676 0.258
C 0.941474 -3.747276 3.551875 0.504 -0.451 -0.015
O -0.020947 -1.719542 2.438225 0.154 -1.928 1.762
H -1.083833 -4.601901 2.019841 0.112 0.463 -0.144
H -2.279661 -3.341064 2.363194 0.082 0.203 -0.082
H -1.759716 -4.471949 3.597720 0.229 0.332 0.140
H -0.618095 -2.485562 4.153455 -0.225 0.026 0.554
H 1.169365 -4.524161 2.806287 -0.098 0.327 -0.185
H 1.833035 -3.133821 3.663247 0.041 0.163 0.034
H 0.803332 -4.314883 4.493174 -0.165 0.337 -0.190
```
Positions in Å, forces in eV/Å.

Output
E_HOMO (alpha / beta): 1.1479 / 0.9426 eV
Kohn-Sham gap (alpha / beta): 3.92 / 4.08 eV
ΔE to the lowest compared entry with this formula, charge and spin: 6.8 kcal per mole
2S+1: 1
Charge: -2
F_max: 2.6 eV Å⁻¹